Record 1
77
Properties=species:S:1:pos:R:3:lowdin_charge:R:1 method="wB97M-V/def2-TZVPD" e_tot_ev=-136983.867 homo_ev=-5.5559 total_charge=-1 homo_lumo_gap_ev=7.50
Br -5.193 2.623 -1.206 0.549
S 1.739 4.244 1.067 0.695
S -0.958 3.260 0.627 0.668
O 2.184 5.742 1.289 -0.448
O -0.391 1.851 0.966 -0.468
O -1.545 3.926 1.928 -0.426
O 1.488 3.680 2.502 -0.437
N 0.314 4.314 0.061 -0.388
N -4.696 -6.417 -0.049 0.060
N 4.916 8.615 -1.019 0.054
N -1.549 -4.070 1.567 0.052
N 2.849 -3.958 -0.064 0.059
C 3.122 -6.741 -0.090 -0.092
C 1.866 -0.347 0.294 -0.153
C -4.518 -7.699 -2.086 -0.075
C 2.548 8.477 -1.464 -0.056
C -2.326 2.964 -0.661 -0.291
C -3.752 2.910 0.171 -0.722
C -5.905 -7.763 -2.182 -0.083
C 3.144 3.229 0.272 -0.340
C -6.684 -7.150 -1.206 -0.079
C 4.981 9.624 -1.915 -0.171
C -3.635 -4.527 2.693 -0.086
C -3.868 1.671 1.238 -0.181
C 3.885 10.107 -2.612 -0.099
C -3.966 -7.023 -1.010 -0.141
C 4.166 -5.929 -0.520 -0.089
C -6.040 -6.494 -0.170 -0.140
C 1.941 -6.155 0.353 -0.077
C 2.574 2.095 -0.797 -0.205
C -2.434 -2.505 3.178 -0.071
C 3.984 -4.555 -0.486 -0.150
C 4.296 4.198 -0.437 -0.109
C -1.479 -2.913 2.261 -0.138
C 1.852 -4.773 0.346 -0.135
C -2.626 -4.851 1.800 -0.160
C -3.533 -3.330 3.395 -0.084
C 3.700 8.065 -0.814 -0.140
C 3.037 0.557 -0.442 -0.253
C 2.646 9.519 -2.380 -0.090
H -0.605 -2.302 2.054 0.104
H -2.659 -5.775 1.230 0.069
H 4.771 -3.879 -0.808 0.102
H 4.627 3.800 -1.506 0.079
H -6.374 -8.286 -3.010 0.103
H 5.099 -6.354 -0.871 0.095
H 3.644 2.600 1.153 0.134
H -3.883 -8.166 -2.830 0.101
H 3.931 5.305 -0.599 0.048
H 3.995 10.922 -3.319 0.091
H 1.764 9.870 -2.908 0.099
H 0.950 -4.268 0.679 0.081
H 1.597 7.997 -1.261 0.111
H -6.604 -5.997 0.614 0.103
H -2.847 1.261 1.640 0.073
H 1.110 -6.761 0.695 0.098
H 1.598 0.055 1.383 0.087
H -4.491 2.005 2.194 0.096
H 1.410 2.116 -0.925 0.086
H -7.766 -7.183 -1.252 0.100
H 5.970 10.048 -2.064 0.092
H -4.390 0.767 0.663 0.064
H -4.303 -3.043 4.105 0.101
H 5.276 4.274 0.227 0.089
H -2.353 3.777 -1.502 0.101
H 3.246 0.025 -1.489 0.104
H -4.479 -5.192 2.839 0.092
H 3.674 7.258 -0.087 0.073
H 3.229 -7.822 -0.100 0.099
H 4.008 0.477 0.206 0.099
H -3.933 3.927 0.762 0.115
H 3.030 2.336 -1.873 0.106
H -2.109 1.925 -1.206 0.125
H 0.872 -0.177 -0.343 0.075
H 2.075 -1.499 0.294 0.038
H -2.325 -1.567 3.710 0.106
H -2.889 -6.948 -0.888 0.101

***

Record 2
76
Properties=species:S:1:pos:R:3:lowdin_charge:R:1 method="wB97M-V/def2-TZVPD" e_tot_ev=-64245.298 homo_ev="-13.8612 / -13.8617" total_charge=+2 homo_lumo_gap_ev="6.48 / 6.48"
Sb 0.303 -1.718 0.276 1.481
Mo 0.150 1.070 -0.196 1.603
Cl 4.542 1.412 5.705 0.753
F -0.111 2.579 -1.275 -0.397
O 0.301 1.226 1.676 -0.305
N -2.058 1.280 0.124 -0.219
N -4.063 0.567 1.327 -0.070
N -3.705 2.919 0.910 -0.076
N -4.264 1.445 -0.918 -0.072
N 2.292 1.168 -0.216 -0.040
N 0.691 0.267 -2.179 -0.084
C -0.537 -2.344 2.122 -0.402
C -4.220 1.927 1.855 -0.137
C -4.777 0.472 0.049 -0.137
C 3.056 -2.467 -0.897 -0.154
C 3.659 1.273 3.169 -0.025
C 3.078 1.193 0.805 -0.036
C 2.421 0.462 -3.857 -0.123
C 1.535 -0.112 -4.797 0.049
C -0.393 -3.845 2.356 -0.154
C 1.317 1.250 2.588 -0.281
C -0.529 -3.070 -1.131 -0.403
C -2.870 1.190 -1.151 -0.173
C 3.314 1.340 4.504 -0.646
C -2.049 -3.059 -1.205 -0.164
C 0.275 -0.477 -4.414 0.002
C 1.974 1.359 4.885 -0.044
C 2.659 1.234 2.188 -0.133
C -0.115 -0.249 -3.085 -0.111
C 1.968 0.614 -2.537 -0.176
C 2.285 -2.460 0.417 -0.396
C -2.307 2.675 0.688 -0.164
C 4.079 1.581 -1.900 0.025
C 0.971 1.308 3.929 0.021
C 2.833 1.140 -1.549 -0.203
C -2.668 0.305 1.094 -0.204
C 3.731 0.890 -4.189 0.016
C 4.529 1.450 -3.234 -0.017
C -4.424 2.792 -0.360 -0.131
H -2.435 -2.114 -1.598 0.042
H -5.837 0.660 0.217 0.140
H -5.484 2.981 -0.195 0.140
H 1.721 1.416 5.935 0.126
H -0.875 -4.429 1.571 0.068
H 5.517 1.804 -3.489 0.127
H -2.408 -3.850 -1.863 0.089
H -0.430 -0.914 -5.106 0.127
H 4.078 0.785 -5.208 0.134
H 4.003 -2.993 -0.778 0.087
H -0.037 -1.761 2.899 0.057
H -2.559 -0.692 0.663 0.087
H -1.902 3.386 -0.031 0.122
H 2.803 -1.897 1.196 0.055
H -2.100 0.376 2.024 0.117
H -2.747 0.176 -1.543 0.099
H -5.275 2.118 2.041 0.140
H -1.583 -2.042 2.127 0.039
H -4.042 3.529 -1.068 0.140
H -0.864 -4.125 3.298 0.087
H 2.508 -2.973 -1.694 0.070
H -0.070 1.318 4.217 0.132
H -1.759 2.746 1.628 0.123
H 1.864 -0.252 -5.819 0.140
H 3.291 -1.458 -1.241 0.048
H -0.151 -4.046 -0.818 0.069
H 2.152 -3.474 0.798 0.056
H -4.660 -0.537 -0.354 0.133
H -3.677 2.013 2.798 0.136
H -0.070 -2.860 -2.098 0.044
H 4.153 1.165 0.640 0.141
H -1.120 -0.489 -2.761 0.096
H -2.508 -3.220 -0.228 0.071
H 4.703 1.262 2.883 0.127
H 0.650 -4.156 2.416 0.068
H 4.734 2.051 -1.180 0.126
H -2.454 1.911 -1.856 0.126

***

Record 3
75
Properties=species:S:1:pos:R:3:lowdin_charge:R:1 method="wB97M-V/def2-TZVPD" e_tot_ev=-66081.005 homo_ev="-14.4307 / -14.8278" total_charge=+2 s_squared=8.786 multiplicity=6 homo_lumo_gap_ev="7.33 / 5.44"
Ir 0.026 -1.674 -0.417 1.560
Cl 5.260 -2.719 4.315 0.886
Si 0.407 1.691 -1.029 0.094
O 1.340 1.368 -2.302 -0.070
O -0.859 2.591 -1.404 -0.071
O -0.213 0.171 -0.500 -0.372
O 1.280 2.301 0.169 -0.075
O 1.643 -2.998 -0.146 -0.128
N -2.088 -2.143 -0.421 -0.056
N -0.418 -2.223 1.694 -0.003
C -2.506 3.722 -2.671 -0.012
C -2.867 -2.159 -1.486 -0.087
C -0.420 3.107 1.714 -0.020
C 1.237 1.336 2.362 -0.027
C -2.646 -2.133 0.831 -0.152
C -1.804 -2.137 1.977 -0.181
C 2.011 3.688 1.936 -0.013
C -4.042 -2.133 0.998 -0.124
C -4.265 -2.173 -1.400 -0.003
C -1.729 1.446 -3.365 -0.023
C -3.754 -2.115 3.395 -0.020
C -2.058 2.355 -2.188 -0.611
C -4.579 -2.118 2.307 0.020
C 4.627 -3.296 1.770 -0.033
C -3.088 1.724 -1.263 -0.019
C 2.836 -2.451 3.227 -0.005
C 3.334 1.127 -3.562 -0.005
C 1.009 2.612 1.558 -0.614
C 2.376 -2.948 0.892 -0.297
C 3.212 0.231 -1.228 -0.024
C -2.357 -2.139 3.231 0.030
C 4.188 -2.819 3.025 -0.609
C 1.923 -2.502 2.205 -0.096
C 0.524 -2.251 2.554 -0.042
C 2.442 0.467 -2.522 -0.617
C -4.847 -2.154 -0.164 0.050
C 1.867 -0.833 -3.071 -0.011
C 3.742 -3.380 0.744 0.065
H -5.925 -2.158 -0.059 0.140
H -2.371 -2.154 -2.448 0.128
H 0.528 0.564 2.049 0.053
H -1.733 -2.172 4.114 0.121
H -0.923 1.868 -3.964 0.098
H -4.009 1.516 -1.811 0.097
H -4.851 -2.190 -2.308 0.128
H 4.032 -3.743 -0.233 0.146
H -0.598 3.971 1.075 0.100
H -1.143 2.330 1.450 0.080
H 2.759 1.356 -4.458 0.099
H 3.575 1.173 -0.823 0.100
H 2.583 -0.235 -0.458 0.049
H 0.317 -2.150 3.619 0.143
H -1.751 4.166 -3.319 0.098
H 2.536 -2.145 4.221 0.134
H 1.909 3.958 2.987 0.098
H 2.256 0.972 2.214 0.088
H 4.157 0.467 -3.837 0.100
H 1.127 -1.230 -2.345 0.007
H 1.851 4.583 1.335 0.099
H 1.086 1.527 3.425 0.098
H -0.602 3.398 2.750 0.101
H 5.662 -3.587 1.650 0.134
H -3.327 2.399 -0.441 0.096
H -2.667 4.386 -1.823 0.095
H 3.748 2.056 -3.172 0.101
H -1.425 0.450 -3.027 0.063
H -4.167 -2.109 4.394 0.127
H -2.717 0.785 -0.842 0.057
H 2.625 -1.599 -3.221 0.104
H 1.324 -0.662 -4.000 0.105
H 4.063 -0.426 -1.416 0.100
H -5.654 -2.119 2.430 0.135
H -3.438 3.644 -3.232 0.099
H -2.606 1.330 -4.003 0.100
H 3.028 3.337 1.764 0.092

***

Record 4
78
Properties=species:S:1:pos:R:3:lowdin_charge:R:1 method="wB97M-V/def2-TZVPD" e_tot_ev=-119542.741 homo_ev="-4.3494 / -4.4058" total_charge=-1 homo_lumo_gap_ev="6.57 / 6.62"
Fe 0.078 -0.119 -0.018 0.179
S -0.584 -2.476 -0.304 0.411
S -0.565 -3.253 2.973 0.245
P -0.061 -3.740 1.149 -0.126
P -0.407 0.495 -2.537 1.114
O 1.507 -4.000 1.146 -0.315
O -2.018 0.135 1.037 0.040
O 2.012 -0.228 -0.166 -0.117
O -3.612 1.434 0.161 0.129
O -0.586 -5.208 0.734 -0.324
O 3.923 0.051 0.966 -0.007
N -5.562 -0.264 0.771 0.015
N 0.456 -0.124 1.940 -0.037
C -3.168 0.320 0.726 -0.503
C 1.164 1.176 -4.724 -0.096
C -4.361 1.590 -3.048 -0.091
C 0.224 2.917 0.411 -0.097
C -1.908 -5.620 0.361 -0.468
C 0.092 3.353 -2.337 -0.117
C -0.803 -0.075 -5.284 -0.088
C -0.026 0.568 -4.324 -0.335
C 0.760 0.542 -7.009 -0.107
C 2.704 -0.080 0.896 -0.657
C 1.547 1.176 -6.058 -0.092
C 2.368 -4.644 0.182 -0.437
C -0.413 -0.089 -6.616 -0.097
C 0.309 4.423 -1.484 -0.118
C -4.321 -0.756 -2.540 -0.105
C -2.934 -0.703 -2.420 -0.124
C -4.201 -0.766 0.944 -0.152
C 0.364 4.196 -0.107 -0.109
C 2.047 -4.311 -1.260 -0.077
C 2.392 -6.137 0.453 -0.056
C -5.037 0.388 -2.853 -0.107
C -0.050 2.082 -1.784 -0.404
C -3.016 -4.829 1.031 -0.096
C -2.982 1.635 -2.938 -0.074
C 0.035 1.796 -0.415 -0.219
C -2.250 0.491 -2.623 -0.351
C 1.901 -0.075 2.194 -0.126
C -2.022 -5.627 -1.153 -0.066
H 0.437 5.423 -1.881 0.086
H 1.424 -6.584 0.230 0.068
H 2.035 -3.235 -1.423 0.065
H -3.991 -1.230 1.910 0.132
H -2.461 2.575 -3.082 0.105
H 0.536 5.035 0.560 0.089
H -6.116 0.350 -2.945 0.095
H 1.061 0.533 -8.049 0.093
H -4.914 2.492 -3.281 0.099
H -3.975 -5.265 0.736 0.078
H 1.798 1.649 -3.984 0.109
H -0.063 0.574 2.454 0.090
H -1.727 -0.562 -4.996 0.098
H 1.075 -4.706 -1.556 0.058
H -4.837 -1.698 -2.392 0.101
H 0.288 2.788 1.488 0.085
H -2.994 -6.028 -1.451 0.076
H -5.954 0.046 1.650 0.083
H -3.979 -1.513 0.179 0.109
H 2.174 0.822 2.751 0.116
H 3.155 -6.608 -0.171 0.077
H -2.990 -3.784 0.722 0.035
H -2.382 -1.598 -2.152 0.052
H 0.075 -1.032 2.213 -0.033
H -4.562 1.276 -0.020 0.094
H -1.917 -4.615 -1.547 0.041
H 2.626 -6.330 1.500 0.082
H -2.923 -4.859 2.115 0.054
H 2.466 1.668 -6.351 0.099
H -1.963 -6.653 0.719 0.136
H 0.033 3.510 -3.409 0.096
H 3.346 -4.222 0.423 0.142
H -1.028 -0.597 -7.349 0.096
H -1.241 -6.248 -1.590 0.077
H 2.215 -0.940 2.782 0.119
H -6.176 -0.969 0.390 0.077
H 2.816 -4.761 -1.892 0.081

***

Record 5
76
Properties=species:S:1:pos:R:3:lowdin_charge:R:1 method="wB97M-V/def2-TZVPD" e_tot_ev=-85159.948 homo_ev=-14.7120 total_charge=+3 homo_lumo_gap_ev=5.21
Pb 1.266 -0.274 1.697 1.101
S 2.739 8.033 0.234 1.096
S 0.874 9.703 -1.134 1.119
P 0.389 -2.700 2.907 0.860
P 0.868 -2.039 -0.333 0.874
O -1.922 3.322 -2.719 0.081
O -0.456 4.281 -0.770 0.132
N -0.836 -4.909 1.992 0.164
N 1.011 6.024 -1.077 0.106
N 0.224 -4.607 -0.560 0.156
N 0.429 7.070 -0.999 0.046
C 0.758 5.250 -5.195 -0.063
C -0.742 -2.658 4.352 -0.696
C 0.216 -3.636 0.301 -0.437
C -0.532 -1.109 -1.239 -0.687
C 0.754 5.491 -3.833 -0.061
C 1.308 8.201 -0.573 -0.849
C -1.131 -5.818 1.076 -0.201
C -0.750 -4.002 5.139 -0.069
C -0.060 4.830 -2.972 -0.095
C 2.561 10.394 -0.978 -0.411
C 0.121 4.995 -1.510 -0.387
C -0.507 -5.739 -0.200 -0.136
C 2.249 -2.501 -1.430 -0.222
C 3.241 9.713 0.193 -0.476
C -0.164 4.352 -5.729 -0.025
C -0.214 -3.797 1.632 -0.422
C -0.159 -1.556 5.309 -0.092
C -0.069 0.256 -1.698 -0.117
C -2.218 -7.782 0.422 -0.027
C -0.640 -6.796 -1.140 0.014
C -1.493 -7.768 -0.788 -0.029
C 1.829 -3.622 3.457 -0.218
C -2.054 -6.843 1.370 0.020
C -1.447 -0.861 -0.016 -0.147
C -1.245 -1.861 -2.393 -0.035
C -2.182 -2.343 3.893 -0.067
C -1.041 3.924 -3.503 -0.272
C -1.009 3.651 -4.858 0.002
H -2.732 -1.990 4.743 0.094
H 2.157 -3.319 4.439 0.052
H 1.627 -4.699 3.462 0.082
H -2.186 -0.064 -0.236 0.116
H -1.541 -4.026 5.887 0.100
H -2.283 -1.569 3.197 0.045
H 2.757 -1.766 -2.067 0.066
H -0.164 -6.753 -2.071 0.112
H 2.672 -3.388 2.778 0.062
H -0.710 -1.852 -3.348 0.096
H -1.035 -0.373 0.908 -0.010
H -0.362 -0.541 4.928 0.068
H -0.198 4.174 -6.836 0.140
H -1.690 -8.616 -1.478 0.144
H 1.583 6.055 -3.429 0.110
H 0.987 -1.630 5.346 0.093
H 4.351 9.634 -0.043 0.128
H 2.055 -3.424 -1.996 0.062
H 3.102 10.071 -1.915 0.125
H 0.707 0.091 -2.466 0.091
H -2.012 -1.766 0.298 0.105
H 3.033 10.232 1.149 0.118
H -2.550 -6.916 2.338 0.137
H -2.585 -3.300 3.480 0.100
H -1.149 -4.727 4.386 0.075
H -0.632 -1.573 6.295 0.101
H -1.847 3.033 -5.265 0.144
H -2.232 -1.451 -2.548 0.095
H -1.274 -2.968 -2.147 0.094
H 0.424 0.964 -0.935 0.075
H -2.919 -8.572 0.542 0.120
H 3.097 -2.762 -0.771 0.056
H -1.682 3.538 -1.779 0.098
H 1.425 5.943 -5.681 0.112
H 2.463 11.437 -0.859 0.083
H 0.181 -4.246 5.633 0.085
H -0.801 0.855 -2.266 0.097

***

Record 6
79
Properties=species:S:1:pos:R:3:lowdin_charge:R:1 method="wB97M-V/def2-TZVPD" e_tot_ev=-72113.939 homo_ev="-10.7539 / -12.8130" total_charge=+2 s_squared=3.773 multiplicity=4 homo_lumo_gap_ev="5.77 / 7.36"
Tc 0.497 0.137 0.928 1.456
S 1.034 -1.011 -2.105 1.045
S 2.452 3.924 2.558 1.161
O 1.929 -1.043 1.724 -0.113
O -1.024 -1.476 0.784 -0.073
O -0.191 -0.841 3.227 -0.172
O -0.832 1.240 0.031 -0.208
N 2.870 0.406 -0.954 -0.027
N 0.047 2.712 2.798 0.117
N -1.123 -0.985 -3.665 -0.106
N 1.626 1.814 1.313 -0.068
N 2.953 -2.667 2.904 -0.117
N -3.096 -2.097 1.430 -0.120
N -1.087 0.765 -2.220 0.155
C 1.939 -1.835 2.691 -0.333
C 1.256 2.724 2.196 -0.657
C -0.498 -2.149 -4.265 -0.238
C -1.770 5.243 -0.708 -0.057
C -2.173 4.686 -3.009 -0.048
C 3.527 1.353 -0.209 -0.193
C 1.559 0.078 -0.881 -0.606
C 0.754 -1.808 3.656 -0.070
C 4.121 -2.649 2.043 0.007
C -1.436 3.930 -0.444 -0.013
C -1.838 3.373 -2.751 -0.002
C 3.043 -3.635 3.973 -0.006
C 5.488 2.750 0.139 -0.062
C -2.139 5.627 -1.989 -0.045
C -3.596 -0.658 -3.429 -0.057
C 4.853 1.702 -0.502 -0.007
C -0.559 -0.325 -2.653 -0.496
C -4.099 -2.383 2.437 -0.009
C -2.337 -0.447 -4.263 -0.176
C -1.464 2.970 -1.464 -0.134
C 2.887 2.067 0.822 -0.233
C -1.534 -1.266 3.124 -0.089
C -3.494 -2.412 0.071 -0.003
C 4.832 3.520 1.092 -0.075
C -1.875 -1.641 1.677 -0.381
C 3.538 3.155 1.419 -0.439
C -1.068 1.591 -1.197 -0.344
C -0.820 -3.428 -3.498 -0.069
H 5.380 1.153 -1.267 0.118
H 3.984 -1.931 1.241 0.088
H -5.084 -2.231 1.997 0.106
H -3.741 -3.471 -0.008 0.111
H 5.309 4.371 1.548 0.116
H 6.506 2.994 -0.121 0.118
H -3.452 -0.286 -2.419 0.058
H -0.389 -4.277 -4.020 0.085
H -0.411 -3.395 -2.490 0.049
H -4.372 -1.825 -0.198 0.106
H -4.014 -1.730 3.300 0.092
H -1.867 2.637 -3.536 0.098
H -2.156 -0.413 3.418 0.151
H -1.735 -2.093 3.812 0.144
H 0.585 -2.000 -4.306 0.084
H 3.425 0.014 -1.711 0.135
H -4.035 -3.424 2.766 0.113
H -3.887 -1.704 -3.395 0.073
H 3.972 -3.480 4.522 0.111
H 2.218 -3.571 4.671 0.089
H -1.743 5.982 0.079 0.111
H -2.676 -2.176 -0.606 0.079
H -0.681 2.188 2.332 0.076
H 1.106 -1.500 4.650 0.159
H -2.460 -0.914 -5.240 0.127
H 3.072 -4.641 3.550 0.113
H -4.401 -0.091 -3.888 0.085
H -2.191 0.627 -4.407 0.110
H 0.307 -2.806 3.716 0.147
H 5.000 -2.377 2.628 0.111
H 4.288 -3.638 1.618 0.109
H -1.152 3.632 0.553 0.088
H -0.858 -2.240 -5.293 0.129
H -2.401 6.654 -2.187 0.116
H -0.238 3.535 3.304 0.113
H -1.896 -3.570 -3.442 0.074
H -2.464 4.991 -4.003 0.115